(1)
Below is a cluster of 14 separate species, C4H39N2O13S in total at a distorted geometry, with properties calculated with wB97M-V/def2-TZVPD.

Computed properties:
spin multiplicity	1
charge	+1
HOMO energy	-11.6	eV
energy above the lowest of the compared OMol25 structures with the same formula, charge and spin	0.0	kcal per mole
DFT total energy	-45208.273	eV

Positions of all 59 atoms, in Å:
N (-0.2302, -0.0824, 1.8208)
C (-0.5407, 0.0382, 0.3398)
C (-1.7552, -0.8742, 0.0281)
C (-1.5297, -1.9720, -0.9760)
S (-0.8673, -3.5875, -0.3236)
C (0.7799, -0.0344, -0.4152)
N (1.3248, 1.3119, -0.5617)
H (0.3396, 0.7494, 2.0222)
H (0.3312, -0.9322, 1.9578)
H (-1.0477, 0.0636, 2.4759)
H (-1.0169, 1.0378, 0.2793)
H (-2.5030, -0.1327, -0.2865)
H (-2.1707, -1.2943, 0.9498)
H (-0.9324, -1.7878, -1.8657)
H (-2.5337, -2.1399, -1.3861)
H (0.3866, -3.1433, -0.4645)
H (1.3885, -0.8329, -0.0025)
H (0.5497, -0.2240, -1.4593)
H (1.5965, 1.7435, 0.3175)
H (2.1083, 1.3934, -1.2026)
H (-1.3065, 1.4808, -3.0720)
H (-1.1712, 2.2277, -4.4147)
O (-0.7894, 1.5235, -3.8871)
H (2.3083, -3.1793, 1.3710)
H (3.5070, -3.4061, 0.2647)
O (2.7479, -2.9421, 0.5695)
H (-1.3846, 3.4123, 0.3609)
H (-2.1324, 4.1533, 1.5769)
O (-1.9489, 3.3106, 1.1663)
H (-0.5373, -0.2591, -4.0585)
H (-0.2180, -1.6635, -4.6412)
O (-0.4075, -1.1980, -3.8273)
H (-4.2669, 1.8507, 1.0131)
H (-3.6174, 1.5903, 2.3636)
O (-4.1989, 1.1904, 1.7109)
H (-0.2867, 2.9572, 2.4167)
H (1.2019, 3.0657, 2.0448)
O (0.5393, 2.5070, 2.4626)
H (-3.3252, 2.0771, -1.5508)
H (-3.2659, 0.6551, -0.9356)
O (-3.2640, 1.1455, -1.7821)
H (-0.7508, -0.8912, 4.7832)
H (-1.9695, -1.1911, 3.8260)
O (-1.3314, -0.5383, 4.1055)
H (3.0382, -1.1832, 2.8816)
H (2.2358, -1.0673, 3.8933)
O (2.0753, -1.3434, 2.9669)
H (-0.0784, 3.7822, -1.6619)
H (0.1315, 2.4514, -0.9257)
O (-0.5183, 3.2114, -1.0452)
H (1.9680, -1.1403, -3.1480)
H (2.3046, -2.3316, -2.0348)
O (2.3057, -1.4082, -2.2910)
H (3.0694, 1.2890, 2.9027)
H (4.0073, 1.5629, 1.6929)
O (3.0893, 1.5375, 1.9817)
H (4.5037, 0.3749, -2.9541)
H (3.8341, -0.7077, -2.0606)
O (4.4092, 0.0961, -2.0408)

---

(2)
Below is a cluster of 15 separate species, C4H39NO14S2 in total at a distorted geometry, with properties calculated with wB97M-V/def2-TZVPD.

Computed properties:
spin multiplicity	1
HOMO energy	-8.8	eV
energy above the lowest of the compared OMol25 structures with the same formula, charge and spin	111.0	kcal per mole
DFT total energy	-56602.608	eV

Positions of all 60 atoms, in Å:
S (-0.2328, 1.1079, 4.1212)
S (0.0825, 2.2810, 2.4993)
C (0.1584, 1.1218, 1.1722)
C (-0.4028, 1.6921, -0.1404)
C (0.4372, 2.9524, -0.7085)
N (-0.0341, 0.6328, -1.1667)
C (-1.1121, -0.5121, -0.9766)
H (-1.3751, 0.4581, 3.7354)
H (-0.4265, 0.1532, 1.2573)
H (1.1380, 0.6615, 1.1727)
H (-1.5374, 1.9143, -0.3715)
H (1.0935, 2.7282, -1.5882)
H (0.9488, 3.4934, 0.0135)
H (-0.4678, 3.6672, -0.8070)
H (-0.1618, 1.1422, -2.0980)
H (-1.7336, -0.2172, -0.1255)
H (-0.3357, -1.3130, -0.8216)
H (-1.8367, -0.8531, -1.7133)
H (-3.2970, 1.6452, 1.3473)
H (-3.4641, 0.3766, 2.4553)
O (-3.1072, 0.6551, 1.5641)
H (2.6862, -0.6374, -0.1116)
H (1.5131, -0.0423, -1.0990)
O (2.4606, -0.5129, -1.0100)
H (2.6942, -0.9349, -3.3554)
H (1.6151, -1.2293, -4.2927)
O (1.8646, -1.3318, -3.2752)
H (3.3668, 1.1342, 2.4534)
H (4.1104, -0.0803, 2.5696)
O (3.4716, 0.3480, 2.1061)
H (3.5970, 1.7552, -0.0599)
H (4.2434, 0.6678, -0.8153)
O (4.2266, 1.6020, -0.8547)
H (0.9843, -1.4008, 1.9760)
H (1.1967, -1.6139, 0.3816)
O (0.6414, -1.9393, 1.2093)
H (-2.6497, -3.7973, -0.1250)
H (-3.7262, -2.7093, -0.2704)
O (-3.4437, -3.4935, 0.1082)
H (-1.4554, -1.3915, 1.8594)
H (-2.5786, -2.3432, 2.4017)
O (-2.2997, -1.4484, 2.3230)
H (-1.0405, -3.0146, 0.5108)
H (-0.2229, -4.3409, 0.8170)
O (-1.0987, -3.9451, 0.7946)
H (2.6680, 0.9588, -2.7073)
H (2.7470, 2.3913, -3.2871)
O (2.6080, 1.4463, -3.5704)
H (-2.6033, 1.8019, -3.7927)
H (-2.7238, 0.6609, -2.4860)
O (-2.6339, 1.5950, -2.8115)
H (-3.7543, -0.2758, 0.1517)
H (-4.7171, -0.1905, -1.0066)
O (-3.8507, -0.5067, -0.8029)
H (2.3981, -3.0633, -2.0156)
H (3.3247, -2.7244, -0.9395)
O (2.4752, -3.0154, -1.0566)
H (0.5631, 0.0959, -3.7493)
H (-0.7614, -0.6840, -3.9844)
O (-0.2966, 0.1684, -4.1391)

---

(3)
Below is a structure of composition C4H3AlBrNO3P at a distorted geometry, with properties calculated with wB97M-V/def2-TZVPD.

Computed properties:
spin multiplicity	1
charge	+3
HOMO energy	-21.7	eV
DFT total energy	-97717.975	eV

Positions of all 14 atoms, in Å:
N (2.1782, -0.0864, 1.4111)
P (1.6758, 0.7685, 0.0663)
C (-0.0059, 0.3498, -0.0132)
C (-1.1070, 1.0262, 0.6056)
Br (-1.2087, 2.4610, 1.6083)
C (-2.3705, 0.2385, 0.2420)
O (-3.4491, 0.3668, 0.6771)
O (-1.9433, -0.7417, -0.6569)
C (-0.6059, -0.8489, -0.7291)
O (-0.0763, -1.7753, -1.2691)
H (1.6548, -0.8999, 1.7788)
H (1.7565, 2.1254, 0.4074)
H (2.4807, 0.4603, -1.0382)
Al (1.0208, -3.4444, -3.0901)

---

(4)
Below is a cluster of 2 separate species, C4H3Br in total at a distorted geometry, with properties calculated with wB97M-V/def2-TZVPD.

Computed properties:
spin multiplicity	1
HOMO energy (alpha / beta)	-8.3 / -8.2	eV
energy above the lowest of the compared OMol25 structures with the same formula, charge and spin	159.3	kcal per mole
DFT total energy	-74229.084	eV

Positions of all 8 atoms, in Å:
C (-1.3738, -0.5580, -0.1532)
C (-3.7014, -1.1587, 0.4446)
C (-0.3249, 0.4124, 0.2078)
C (-0.2385, -1.1148, -0.1550)
Br (-4.4787, 0.3738, -0.0640)
H (-0.1449, 1.3373, -0.3824)
H (-0.1536, 0.5985, 1.1881)
H (0.3557, -1.8510, 0.1153)

---

(5)
Below is a cluster of 2 separate species, C4H3Br in total at a distorted geometry, with properties calculated with wB97M-V/def2-TZVPD.

Computed properties:
spin multiplicity	1
HOMO energy	-10.4	eV
energy above the lowest of the compared OMol25 structures with the same formula, charge and spin	105.0	kcal per mole
DFT total energy	-74231.436	eV

Positions of all 8 atoms, in Å:
C (1.5468, -1.1431, 0.0698)
C (0.2733, -1.3813, 0.1130)
C (-1.9712, 1.5464, 0.1319)
C (-1.1538, 0.6391, 0.0797)
Br (2.7616, 0.3274, 0.0339)
H (1.7160, -2.1660, -0.2538)
H (-2.7763, 2.2457, 0.0097)
H (-0.3964, -0.0682, -0.1844)

---

(6)
Below is the molecule C4H3Br at a distorted geometry, with properties calculated with wB97M-V/def2-TZVPD.

Computed properties:
spin multiplicity	1
HOMO energy	-9.1	eV
energy above the lowest of the compared OMol25 structures with the same formula, charge and spin	101.8	kcal per mole
DFT total energy	-74231.578	eV

Positions of all 8 atoms, in Å:
C (0.3822, 0.1386, -0.0210)
C (1.5010, 1.5119, -0.4596)
C (0.0632, -1.2633, 0.2367)
C (-0.8979, -0.0343, 0.1059)
Br (0.4062, 2.9580, -0.7097)
H (-0.0104, -1.8439, -0.6579)
H (0.3596, -1.9337, 1.1213)
H (-1.8039, 0.4667, 0.3843)